(1)
ORCA calculation (wB97M-V/def2-TZVPD) on a 10-piece molecular cluster, C4H27NO12 overall.

Results
Structure (SMILES): CN[C@@H](CO)C(=O)O.O.O.O.O.O.O.O.O.O
E_tot (eV): -30645.15552

Last column: Mulliken charge in e.
Element x y z (Å)
H -0.331 -0.588 4.307  0.32
H 2.083 3.703 -2.003  0.25
O 1.097 -1.596 3.524  -0.64
H -0.089 0.203 0.921  0.03
C 0.025 -0.137 -1.633  0.76
H 0.097 -3.943 0.496  0.33
O -1.157 -2.324 -1.291  -0.58
H 1.730 0.148 1.114  0.45
H 0.939 1.454 -3.335  0.30
C 0.534 -0.462 -3.056  -0.42
O 0.743 -3.558 1.095  -0.71
H 0.753 -2.154 4.203  0.31
O 1.403 -2.857 -2.347  -0.64
H -0.077 -1.068 -3.737  0.37
H -2.623 -1.019 0.035  0.17
H -1.218 3.228 -0.549  0.41
H 1.247 -3.000 0.458  0.41
H -0.376 0.914 -1.635  0.04
H 0.640 -1.426 1.118  0.34
H 2.058 2.667 0.373  0.31
O -1.971 -0.455 -0.421  -0.25
H 1.241 -2.203 -1.606  0.24
H 1.411 -3.723 -1.951  0.32
H 1.491 -0.975 -2.885  0.40
H -3.047 -0.646 3.134  0.32
H -3.725 -1.218 1.812  0.29
C 0.862 -0.465 0.710  -0.91
H 0.575 3.252 -1.808  0.40
H -0.949 0.756 4.390  0.31
H -3.258 1.947 -0.566  0.29
N 1.179 -0.423 -0.790  -0.38
H 1.843 0.369 -0.973  0.29
O 0.731 0.692 -3.818  -0.59
O -0.641 3.910 -0.846  -0.64
O 1.521 2.978 -1.750  -0.62
O -3.461 -0.451 2.311  -0.61
H -1.111 4.744 -0.850  0.28
H -2.258 1.319 0.339  0.38
O -2.574 2.207 0.041  -0.69
C -1.052 -1.112 -1.164  -0.02
O 2.441 2.027 0.940  -0.64
H 3.241 1.685 0.500  0.31
O -1.182 -0.153 4.367  -0.59
H 1.216 -2.247 2.827  0.31

(2)
ORCA calculation (wB97M-V/def2-TZVPD) on a 2-piece molecular cluster, C5H7Cl2NO overall.

Results
Structure (SMILES): C/C(CCl)=N/Cl.C=C=O
E_tot (eV): -33877.68377

Last column: Mulliken charge in e.
Element x y z (Å)
H 0.740 -1.531 -1.686  0.36
C -1.888 0.079 0.012  -0.76
H 2.538 -0.495 0.134  0.27
H -2.585 -0.433 -0.681  0.36
C 2.297 0.463 0.594  -1.02
H 2.175 1.311 -0.078  0.37
H -0.043 -1.850 -0.268  0.51
Cl -1.989 -0.588 1.659  -0.15
H -2.330 1.021 0.061  0.42
C -0.557 0.083 -0.661  1.04
N 0.208 1.100 -0.877  -0.60
C 1.650 0.549 1.702  0.82
O 1.197 0.690 2.769  -0.38
H -1.014 -1.778 -1.340  0.47
Cl -0.233 2.647 -0.237  -0.11
C -0.165 -1.269 -1.103  -1.59

(3)
ORCA calculation (wB97M-V/def2-TZVPD) on a single C3H5FN2 molecule.

Results
Structure (SMILES): N#C[C@@H](N)CF
E_tot (eV): -8887.86923

Last column: Mulliken charge in e.
Element x y z (Å)
H 1.667 0.445 -0.787  0.32
N -2.503 0.387 -0.124  -0.40
H 0.257 1.455 -1.381  0.26
F 1.046 2.138 0.202  -0.26
N 0.233 -1.548 0.331  -0.62
C -1.439 0.227 0.250  0.15
H -0.406 -2.237 0.666  0.26
C 0.818 0.998 -0.511  -0.30
H 0.116 -0.060 1.575  0.25
C -0.002 -0.118 0.474  0.09
H 0.212 -1.687 -0.694  0.25

(4)
ORCA calculation (wB97M-V/def2-TZVPD) on a 5-piece molecular cluster, C4H16O4 overall.

Results
Structure (SMILES): C/C=C/C.O.O.O.O
E_tot (eV): -12596.59649

Last column: Mulliken charge in e.
Element x y z (Å)
H 2.481 1.096 0.408  0.23
H -2.775 -0.762 -1.395  0.29
H 3.939 0.582 -0.485  0.37
H 2.916 1.603 -1.397  0.33
H 1.229 -0.725 0.739  0.12
C 1.252 -1.150 -0.350  0.54
O -2.786 -0.053 -0.626  -0.79
O -0.146 1.516 1.726  -0.66
C 2.868 0.854 -0.590  -1.03
H 0.623 -3.107 0.067  0.30
H -2.629 -0.028 2.818  0.32
H -2.001 0.524 -0.731  0.49
H 2.497 -0.901 -1.968  0.30
H 0.961 -2.894 -1.641  0.36
H -0.198 2.132 2.439  0.25
H 0.253 0.978 -1.494  0.35
H -0.340 1.521 -0.117  0.41
H -0.950 0.926 1.682  0.38
O -2.023 -0.314 2.070  -0.71
O -0.594 1.366 -1.019  -0.76
C 2.176 -0.411 -1.048  -0.55
C 0.592 -2.362 -0.749  -1.09
H -2.419 -0.360 1.197  0.43
H -0.524 -2.291 -0.912  0.13

(5)
ORCA calculation (wB97M-V/def2-TZVPD) on a 2-piece molecular cluster, C20H29BBr2F2N5O5P2 overall.

Results
E_tot (eV): -203681.08447
Total charge: -1

Last column: Mulliken charge in e.
Element x y z (Å)
H 1.230 -2.085 3.799  0.05
H 3.144 -6.093 -1.195  0.31
C 2.331 -5.373 -1.203  -1.22
H -0.175 1.781 -2.058  0.46
H -0.839 -2.399 -1.210  0.45
N 2.122 0.107 4.489  -0.70
H 2.308 -0.321 -3.850  0.25
H -2.107 5.038 4.074  0.28
H 2.259 1.953 -1.849  0.50
H -0.274 -0.451 4.347  0.05
H 0.128 -3.736 -0.542  0.30
C 1.784 1.449 -2.684  -0.09
H 0.074 3.840 4.245  0.40
O 0.830 6.063 0.610  -0.49
C -2.495 3.053 4.045  -0.84
H -3.214 3.355 4.798  0.37
P -0.594 5.251 0.337  0.11
H 2.813 -0.524 4.872  0.21
N 0.170 1.934 2.651  -0.23
H 0.015 -3.428 -2.294  0.42
H -0.874 4.222 -1.666  0.38
C 0.334 1.354 0.302  -0.32
Br 1.432 2.888 -3.966  -0.16
Br -0.522 -0.199 -3.388  -0.01
H -3.020 2.476 3.290  0.25
H 3.439 -2.170 -1.093  0.30
C 0.795 -0.280 2.013  0.29
H 2.223 -3.883 -2.776  0.33
N 0.030 2.634 -0.067  -0.36
H 2.003 -5.243 -0.176  0.33
O -4.529 -2.753 -2.588  -0.42
O -2.846 -3.748 -1.485  -0.67
O -5.598 -1.800 -0.702  -0.44
C 2.748 -4.037 -1.839  -0.61
C -4.540 -2.462 -0.289  0.61
H 1.445 5.525 1.120  0.35
C 2.573 -2.807 -0.916  -0.77
C 2.767 0.443 -3.235  -1.09
C -0.128 3.137 2.257  0.59
N -0.484 5.109 -1.361  -0.68
H 1.461 -1.702 -2.315  0.23
P 0.977 -0.701 3.756  0.25
O -4.166 -2.566 0.850  -0.65
H -1.747 2.417 4.517  0.25
H -0.031 5.124 3.046  0.58
H 1.307 -2.207 1.345  0.20
F -5.621 -0.659 -2.778  -0.35
C -3.849 -3.081 -1.514  0.71
B -5.707 -1.911 -2.193  0.57
C -0.178 3.509 0.879  0.13
C 1.303 -2.025 -1.297  0.83
N -1.875 4.263 3.474  -0.24
C 0.465 0.919 -2.132  -0.35
H 3.572 0.953 -3.749  0.51
C 0.424 1.037 1.657  0.21
C 0.594 0.387 -0.726  -0.18
H 0.486 5.111 -1.669  0.31
C 1.050 -1.210 1.034  -0.69
H 2.532 -3.187 0.095  0.20
F -6.889 -2.542 -2.546  -0.35
C -0.433 4.153 3.328  -1.72
H 1.498 -5.830 -1.727  0.31
C 0.068 -2.976 -1.310  -1.74
C 0.976 -0.895 -0.349  0.84
H 3.227 -0.060 -2.385  0.16
H 3.797 -4.140 -2.107  0.50

(6)
ORCA calculation (wB97M-V/def2-TZVPD) on C15H35ClCuN5O5 as an isolated structure.

Results
E_tot (eV): -90971.02176
Total charge: +1
2S+1: 2

Last column: Mulliken charge in e.
Element x y z (Å)
Cu -12.864 5.102 10.076  0.70
C -10.655 2.762 11.824  -0.97
H -9.579 8.647 11.253  0.32
H -16.270 7.086 9.754  0.15
N -13.750 7.301 13.701  -0.22
H -15.755 5.763 13.699  0.43
H -11.014 4.684 6.745  0.28
H -13.038 1.015 9.287  0.21
O -11.932 3.639 9.027  -0.25
C -14.167 7.312 15.125  -0.91
H -15.618 5.334 11.961  0.12
H -16.773 2.345 7.621  0.40
H -7.479 4.828 9.385  0.31
N -12.300 2.000 7.493  -0.20
H -15.385 2.708 8.744  0.12
H -11.707 2.674 11.661  0.04
H -17.592 4.522 7.951  0.25
N -16.627 4.386 8.188  -0.22
C -12.088 3.296 7.885  0.43
H -12.678 -0.078 7.938  0.35
C -16.316 6.815 8.661  -0.89
C -16.007 3.060 7.905  -0.75
C -15.824 5.416 8.530  0.49
H -13.957 6.331 15.594  0.32
H -14.648 4.514 13.162  0.29
O -14.626 5.184 8.715  -0.19
C -12.326 0.833 8.470  -0.76
H -12.286 1.772 6.522  0.28
N -11.050 7.728 10.155  0.38
H -7.360 5.333 11.034  0.32
Cl -14.016 3.199 11.144  -0.60
H -10.474 2.778 12.906  0.30
H -17.322 7.043 8.282  0.41
H -9.905 9.505 9.752  0.44
H -13.616 8.156 15.608  0.30
H -10.200 1.863 11.432  0.40
C -11.560 7.467 8.973  0.68
H -12.678 5.129 7.141  -0.08
H -12.377 8.335 7.281  0.26
O -10.783 5.003 11.098  -0.70
C -15.069 5.481 12.899  -1.12
C -10.124 3.961 11.137  0.71
H -11.035 9.683 11.027  0.32
C -12.019 4.321 6.763  -0.61
H -10.848 9.123 7.830  0.42
H -15.355 3.016 7.036  0.25
N -8.841 3.898 10.643  -0.19
H -15.267 7.401 15.183  0.28
C -8.104 5.097 10.259  -0.79
H -8.735 5.941 10.075  0.16
C -13.985 6.484 12.665  0.72
H -11.296 0.696 8.841  0.26
H -10.841 7.467 7.065  0.26
H -12.958 7.916 13.605  0.28
H -8.305 3.083 10.729  0.24
H -11.209 7.036 10.855  -0.08
C -11.382 8.158 7.703  -1.17
H -15.583 7.477 8.215  0.21
O -12.356 6.481 8.917  -0.17
H -12.316 3.970 5.774  0.50
C -10.368 8.969 10.536  -1.10
O -13.387 6.663 11.578  -0.61